[1]
The following is a DFT calculation (wB97M-V/def2-TZVPD) of C2H2CaLiO2 as an isolated structure.

Summary:
Calculated total energy (eV): -24841.750
Orbital gap (spin up / spin down) (eV): 3.70 / 6.48
Spin multiplicity: 2
HOMO energy (spin up / spin down) (eV): -4.20 / -7.16

Atoms and positions in Å:
O -0.403 1.844 0.343
C 0.648 1.256 0.493
C 1.019 -0.071 0.299
O -1.048 -0.771 -0.339
Li -0.937 -2.185 -1.319
Ca -2.404 0.716 -0.268
H 1.286 -0.613 1.216
H 1.838 -0.175 -0.426

[2]
The following is a DFT calculation (wB97M-V/def2-TZVPD) of C2H2CdO2 as an isolated structure.

Summary:
Calculated total energy (eV): -10756.577
Orbital gap (spin up / spin down) (eV): 5.96 / 4.52
ΔE to the lowest compared entry with this formula, charge and spin (eV): 5.117
HOMO energy (spin up / spin down) (eV): -8.69 / -7.76

Atoms and positions in Å:
O 0.986 -0.787 1.885
C -0.001 -0.722 1.099
C -0.264 0.054 0.077
O -0.479 -0.156 -1.274
Cd -2.244 -0.281 -0.572
H 1.687 0.866 0.455
H 2.023 0.458 1.182

[3]
The following is a DFT calculation (wB97M-V/def2-TZVPD) of one molecule with the formula C2H2Cl2F2.

Summary:
Calculated total energy (eV): -32584.759
Orbital gap (eV): 11.44
ΔE to the lowest compared entry with this formula, charge and spin (eV): 1.468
SMILES string: F[C@H](Cl)[C@H](F)Cl
HOMO energy (eV): -10.59

Atoms and positions in Å:
F -0.533 1.391 -1.154
C -0.182 0.923 0.078
Cl 1.376 1.572 0.681
C 0.008 -0.901 -0.166
F -0.198 -1.383 1.153
Cl 1.542 -1.488 -0.570
H -1.074 0.987 0.834
H -0.938 -1.100 -0.856

[4]
The following is a DFT calculation (wB97M-V/def2-TZVPD) of a 2-piece molecular cluster, C2H2Cl2N2 overall.

Summary:
Calculated total energy (eV): -30127.435
Orbital gap (eV): 10.44
ΔE to the lowest compared entry with this formula, charge and spin (eV): 2.048
HOMO energy (eV): -10.11

Atoms and positions in Å:
C -1.516 0.383 1.274
C 0.261 0.179 0.266
N -2.564 1.157 0.658
N -2.001 1.729 1.573
Cl -1.960 -0.986 2.237
Cl 1.179 1.529 0.846
H -0.038 0.317 -0.775
H 0.394 -0.830 0.635